Record 1
Entry from OMol25: a single C4H5N3 molecule (ωB97M-V with the def2-TZVPD basis set).

LUMO level	0.378	eV
frontier orbital gap	0.34025	Eh
structure (SMILES)	Nc1cccnn1
calculated total energy	-319.5186	Ha
energy relative to the best compared isomer or geometry (same formula, charge and spin)	121.5	kcal per mole

XYZ file:
```
12
C4H5N3 | OMol25 | ωB97M-V with the def2-TZVPD basis set
N -2.11 -0.15 -0.81
C -0.70 -0.07 -0.62
C -0.23 -0.06 0.67
C 1.07 -0.01 0.89
C 1.96 -0.04 -0.19
N 1.53 0.23 -1.23
N 0.20 0.29 -1.51
H -2.66 -0.84 0.05
H -2.57 0.95 -1.05
H -0.78 -0.22 1.61
H 1.36 -0.24 2.05
H 2.95 0.16 0.14
```

Record 2
Entry from OMol25: a molecular structure, C9H32NO10V (ωB97M-V with the def2-TZVPD basis set).

LUMO level	-0.817	eV
frontier orbital gap	0.19925	Eh
calculated total energy	-2113.1654	Ha
energy relative to the best compared isomer or geometry (same formula, charge and spin)	47.5	kcal per mole

XYZ file:
```
53
C9H32NO10V | OMol25 | ωB97M-V with the def2-TZVPD basis set
O 24.24 13.10 0.70
V 23.07 14.16 0.40
O 23.13 14.39 -1.18
C 18.37 12.35 1.42
C 19.55 11.46 1.95
C 18.80 10.16 2.18
C 19.85 9.02 2.39
C 20.67 8.89 1.09
C 21.44 10.17 0.78
N 20.58 11.32 0.82
O 21.19 12.54 0.40
C 21.96 9.97 -0.68
C 22.62 10.34 1.72
C 20.01 12.13 3.29
H 17.68 12.37 2.25
H 17.92 11.96 0.51
H 18.75 13.34 1.15
H 18.24 9.98 1.26
H 18.09 10.28 3.00
H 19.49 8.08 2.80
H 20.64 9.27 3.09
H 20.06 8.59 0.25
H 21.30 8.03 1.30
H 22.72 10.70 -0.96
H 21.16 10.09 -1.41
H 22.17 8.94 -0.98
H 22.52 10.42 2.80
H 23.25 11.15 1.35
H 23.29 9.49 1.76
H 21.04 11.92 3.57
H 19.40 11.88 4.16
H 20.14 13.21 3.22
O 24.49 15.81 0.56
H 24.73 16.41 1.26
H 24.68 16.28 -0.25
O 21.37 15.71 0.64
H 21.29 16.53 1.12
H 20.54 15.25 0.80
O 25.21 12.41 -2.49
H 26.08 12.40 -2.91
H 24.78 13.19 -2.85
O 22.83 14.25 2.80
H 22.28 14.50 3.55
H 23.59 13.83 3.19
O 26.84 11.46 2.22
H 27.11 10.58 2.49
H 26.43 11.34 1.37
O 20.98 14.60 -3.29
H 21.44 14.35 -2.50
H 20.85 15.55 -3.20
O 27.33 13.85 -0.08
H 27.57 12.93 -0.17
H 26.39 13.84 0.08
```

Record 3
Entry from OMol25: a molecular structure, C42H33O4P2S4Ti (ωB97M-V with the def2-TZVPD basis set).

LUMO level (alpha / beta)	2.271 / 2.270	eV
frontier orbital gap (alpha / beta)	0.19993 / 0.22852	Eh
⟨S²⟩	2.006
multiplicity	3
calculated total energy	-5046.3760	Ha
energy relative to the best compared isomer or geometry (same formula, charge and spin)	0.0	kcal per mole
charge	-1

XYZ file:
```
86
C42H33O4P2S4Ti | OMol25 | ωB97M-V with the def2-TZVPD basis set
Ti 0.70 -2.05 -0.13
O 2.19 -3.88 6.37
C 1.96 -3.63 5.20
S 3.08 -2.77 4.13
C 2.06 -2.77 2.70
C 0.84 -3.31 2.82
S -0.36 -3.47 1.56
S 0.45 -4.02 4.39
S 2.77 -2.17 1.20
O 2.09 -1.40 -1.73
C 1.64 -1.67 -3.08
C 0.17 -2.17 -2.90
O -0.62 -2.04 -3.81
O -0.01 -2.78 -1.75
C 1.74 -0.38 -3.87
C 0.88 0.67 -3.55
C 0.99 1.90 -4.18
C 1.96 2.09 -5.16
C 2.82 1.06 -5.49
C 2.71 -0.17 -4.84
C 2.41 -2.83 -3.67
C 3.37 -3.50 -2.93
C 4.07 -4.57 -3.49
C 3.80 -4.98 -4.78
C 2.81 -4.33 -5.52
C 2.12 -3.27 -4.96
H 3.03 -1.25 -1.71
H 0.12 0.51 -2.79
H 0.31 2.70 -3.90
H 2.04 3.05 -5.66
H 3.58 1.20 -6.25
H 3.40 -0.97 -5.10
H 3.56 -3.23 -1.90
H 4.83 -5.08 -2.90
H 4.35 -5.81 -5.21
H 2.58 -4.66 -6.52
H 1.33 -2.77 -5.52
C -0.95 1.17 1.83
P -0.15 0.23 0.42
C -1.64 0.12 -0.68
C -2.06 1.12 -1.57
C -3.21 0.96 -2.33
C -3.98 -0.19 -2.21
C -3.58 -1.19 -1.34
C -2.42 -1.04 -0.59
C 0.88 1.64 -0.20
C 2.26 1.43 -0.29
C 3.12 2.45 -0.69
C 2.62 3.70 -1.01
C 1.25 3.94 -0.89
C 0.40 2.92 -0.48
P -2.37 0.38 2.73
C -1.62 0.22 4.41
C -2.49 0.15 5.51
C -1.99 0.05 6.80
C -0.61 0.03 7.02
C 0.25 0.08 5.94
C -0.25 0.16 4.64
C -3.39 1.90 3.06
C -4.67 1.95 2.52
C -5.45 3.11 2.65
C -4.94 4.22 3.30
C -3.66 4.17 3.85
C -2.89 3.02 3.73
H -1.32 2.07 1.35
H -0.18 1.46 2.54
H -1.48 2.01 -1.70
H -3.51 1.74 -3.02
H -4.88 -0.31 -2.79
H -4.16 -2.10 -1.24
H -2.14 -1.82 0.11
H 2.65 0.46 0.00
H 4.19 2.26 -0.75
H 3.29 4.49 -1.32
H 0.85 4.92 -1.11
H -0.65 3.14 -0.37
H -3.56 0.18 5.35
H -2.67 0.00 7.65
H -0.22 -0.04 8.02
H 1.32 0.05 6.10
H 0.45 0.16 3.80
H -5.06 1.09 2.00
H -6.45 3.14 2.22
H -5.54 5.11 3.39
H -3.26 5.04 4.37
H -1.90 2.98 4.17
```

Record 4
Entry from OMol25: a molecular structure, C37H40P2S2Sb2Ti (ωB97M-V with the def2-TZVPD basis set).

LUMO level (alpha / beta)	0.545 / 0.474	eV
frontier orbital gap (alpha / beta)	0.25159 / 0.29427	Eh
⟨S²⟩	2.008
multiplicity	3
calculated total energy	-4242.9945	Ha
energy relative to the best compared isomer or geometry (same formula, charge and spin)	4.1	kcal per mole

XYZ file:
```
84
C37H40P2S2Sb2Ti | OMol25 | ωB97M-V with the def2-TZVPD basis set
Ti -0.08 0.21 0.20
S -2.10 -0.31 -1.11
P -2.48 1.54 -0.30
C -1.13 2.15 0.47
P 0.19 3.00 -0.12
S 1.79 1.75 -0.40
C 0.72 4.28 1.05
C 1.90 4.99 0.84
C 2.29 5.98 1.73
C 1.51 6.26 2.84
C 0.33 5.55 3.06
C -0.06 4.57 2.17
C -0.08 3.94 -1.66
C 0.46 3.51 -2.88
C 0.19 4.23 -4.04
C -0.60 5.36 -3.99
C -1.14 5.78 -2.78
C -0.88 5.07 -1.62
C -3.23 2.60 -1.58
C -4.05 3.66 -1.18
C -4.59 4.52 -2.12
C -4.32 4.33 -3.47
C -3.50 3.28 -3.87
C -2.96 2.42 -2.93
C -3.83 1.32 0.89
C -4.95 0.57 0.55
C -6.00 0.43 1.45
C -5.93 1.04 2.69
C -4.82 1.79 3.04
C -3.77 1.93 2.14
H 2.51 4.76 -0.03
H 3.21 6.53 1.56
H 1.82 7.03 3.54
H -0.28 5.77 3.93
H -0.98 4.00 2.31
H 1.08 2.63 -2.90
H 0.61 3.90 -4.98
H -0.81 5.92 -4.90
H -1.77 6.66 -2.75
H -1.30 5.41 -0.68
H -4.26 3.80 -0.12
H -5.23 5.33 -1.80
H -4.75 5.00 -4.20
H -3.28 3.14 -4.92
H -2.33 1.59 -3.24
H -5.00 0.08 -0.42
H -6.87 -0.16 1.18
H -6.75 0.93 3.39
H -4.77 2.27 4.01
H -2.89 2.50 2.38
C 0.29 -3.47 -1.83
Sb 1.25 -2.22 -0.38
C 3.22 -2.34 -1.19
C 1.50 -3.74 1.15
C 2.34 -3.23 2.29
C 3.73 -3.30 2.16
C 4.58 -2.82 3.15
C 4.04 -2.28 4.31
C 2.67 -2.22 4.45
C 1.80 -2.69 3.47
C 0.32 -2.58 3.71
Sb -0.51 -0.76 2.88
C 0.93 0.62 3.66
C -2.05 -0.44 4.32
H 0.82 -4.41 -1.95
H 0.27 -2.94 -2.78
H -0.74 -3.66 -1.53
H 3.50 -3.38 -1.38
H 3.93 -1.88 -0.51
H 3.24 -1.79 -2.13
H 1.98 -4.58 0.67
H 0.50 -4.05 1.46
H 4.15 -3.74 1.27
H 5.65 -2.89 3.02
H 4.69 -1.91 5.09
H 2.25 -1.81 5.37
H 0.11 -2.56 4.78
H -0.22 -3.42 3.28
H 1.01 0.57 4.74
H 0.62 1.63 3.36
H 1.90 0.41 3.21
H -1.65 -0.61 5.32
H -2.89 -1.10 4.13
H -2.39 0.59 4.23
```

Record 5
Entry from OMol25: 15 unconnected molecules or ions with the total composition H30O15 (ωB97M-V with the def2-TZVPD basis set).

LUMO level	-0.261	eV
frontier orbital gap	0.38153	Eh
calculated total energy	-1146.4571	Ha
energy relative to the best compared isomer or geometry (same formula, charge and spin)	114.8	kcal per mole

XYZ file:
```
45
H30O15 | OMol25 | ωB97M-V with the def2-TZVPD basis set
H 0.55 0.60 -0.33
H -0.62 0.16 0.54
H 0.06 -0.43 3.31
H -1.17 -0.53 2.42
H -0.47 0.89 -2.25
H -0.81 0.56 -3.69
H -3.75 -1.00 -1.95
H -5.13 -1.44 -1.48
H 2.58 3.03 -2.45
H 2.73 4.48 -2.02
H -0.43 3.96 0.51
H -1.87 4.34 0.80
H 4.16 -0.56 0.48
H 4.47 -1.72 -0.46
H 3.17 2.53 0.51
H 4.50 1.92 0.94
H -3.65 1.14 2.36
H -3.58 2.03 3.59
H -2.88 -2.68 0.72
H -3.70 -1.73 -0.14
H 2.31 -3.45 -0.72
H 1.76 -2.95 -2.05
H 2.62 -1.16 2.53
H 2.77 -2.63 2.89
H -3.68 1.24 -1.48
H -5.16 1.44 -1.18
H -0.26 -1.92 0.03
H -0.70 -2.68 1.26
H 3.53 -0.96 -1.80
H 2.55 -1.56 -0.80
O -0.05 0.92 0.36
O -0.21 -0.63 2.40
O -0.06 0.67 -3.09
O -4.58 -1.39 -2.27
O 2.84 3.57 -1.70
O -1.23 3.63 0.92
O 4.05 -1.52 0.38
O 4.11 2.73 0.60
O -3.99 1.22 3.26
O -3.41 -1.88 0.77
O 2.07 -3.75 -1.60
O 3.24 -1.90 2.48
O -4.54 0.81 -1.57
O -0.84 -2.63 0.31
O 2.70 -0.78 -1.34
```

Record 6
Entry from OMol25: a molecular structure, C2H2BeFLiO (ωB97M-V with the def2-TZVPD basis set).

LUMO level	-10.893	eV
frontier orbital gap	0.35684	Eh
calculated total energy	-274.0115	Ha
energy relative to the best compared isomer or geometry (same formula, charge and spin)	60.1	kcal per mole
charge	+2

XYZ file:
```
8
C2H2BeFLiO | OMol25 | ωB97M-V with the def2-TZVPD basis set
C -0.24 -0.45 0.97
F 0.76 0.45 1.06
H -1.13 -0.01 1.45
C -0.35 -1.32 -1.41
O -0.36 -0.10 -1.09
Be -0.03 -1.93 0.12
Li 1.20 1.33 -1.47
H -0.26 -1.50 -2.50
```

Among the records above, which one has the lowest energy relative to the best compared isomer or geometry (same formula, charge and spin)?
C42H33O4P2S4Ti